1.
ORCA calculation (wB97M-V/def2-TZVPD) on a cluster of 2 separate species, C3H4N2O3 in total in a non-equilibrium geometry.

Each line ends with the Löwdin charge.
Positions of all 12 atoms, in Å:
C 0.378 -1.783 0.227  -0.2809
C -2.106 0.990 0.059  -0.4174
C 0.201 -0.552 -0.360  -0.3869
N 0.278 -2.778 0.864  0.0998
N 0.860 0.568 0.434  0.1824
O -2.935 0.365 -0.431  0.2380
O -1.447 1.682 0.729  0.1467
O 0.463 -0.259 -1.743  -0.0281
H 0.886 0.413 1.446  0.1687
H 1.815 0.715 0.304  0.1236
H 0.345 1.403 0.347  0.0825
H 1.263 -0.764 -1.875  0.0717

As for the net charge: 0.

2.
ORCA calculation (wB97M-V/def2-TZVPD) on a structure of composition C4H5O4Pd in a non-equilibrium geometry.

Each line ends with the Löwdin charge.
Positions of all 14 atoms, in Å:
O -2.143 -0.999 0.595  -0.0448
C -2.972 -0.209 0.279  -0.2701
O -3.849 0.544 0.317  0.3129
O -0.554 -0.107 -1.321  -0.3469
C 0.514 0.727 -1.350  -0.2782
C 1.549 0.713 -0.286  -0.0102
O 1.577 0.160 0.827  0.0065
C 0.745 -0.995 1.304  -0.1777
Pd -0.586 -1.280 -0.058  1.1307
H 0.216 1.804 -1.357  0.1695
H 1.140 0.636 -2.272  0.1643
H 2.339 1.466 -0.412  0.1747
H 0.516 -0.679 2.330  0.0865
H 1.507 -1.782 1.405  0.0828

As for the multiplicity: 3. As for the net charge: +1.

3.
ORCA calculation (wB97M-V/def2-TZVPD) on a structure of composition C7H12O2 in a non-equilibrium geometry.

Each line ends with the Löwdin charge.
Positions of all 21 atoms, in Å:
C 1.912 -0.566 -0.213  -0.0863
C 0.559 -0.189 -0.795  -0.4305
C -0.684 -1.028 -0.272  -0.1438
C -0.658 -0.675 1.059  -0.4628
C -0.217 0.848 1.005  -0.0901
C -0.130 1.168 -0.471  -0.3689
C 0.670 0.950 -1.825  0.0787
H 1.741 -0.507 1.161  0.1299
H 2.485 -1.988 -0.200  0.1948
H 2.664 0.329 -0.380  0.0795
H -0.616 -2.229 -0.564  0.1650
H -1.576 -0.569 -1.073  0.2063
H -0.128 -1.369 1.763  0.1653
H -2.220 -1.199 1.960  0.1211
H 0.837 1.184 1.419  0.1436
H -0.963 1.603 1.359  0.1305
H -2.203 1.047 -0.213  0.1081
H 1.749 1.296 -1.766  0.1131
H 0.152 1.076 -2.677  0.0631
O -1.893 -0.363 1.570  -0.0448
O -1.481 1.182 -0.848  -0.0718

As for the net charge: 0.

Computed energy relative to the best compared isomer or geometry (same formula, charge and spin), in the same sequence as the records: 2.9794; 0.0000; 9.5776 eV.
Computed electronic energy, in the same sequence as the records: -12296.0160; -15883.8454; -11538.8260 eV.